# 1
# C17H18ClCrN4O5

A structure of composition C17H18ClCrN4O5 (ωB97M-V/def2-TZVPD, the Open Molecules 2025 dataset).

## Properties
- total energy (eV) = -75063.0672
- energy above the lowest of the compared OMol25 structures with the same formula, charge and spin (kcal/mol) = 22.4
- spin multiplicity = 5
- charge = -1
- maximum force (eV Å⁻¹) = 4.9
- E_LUMO (alpha / beta) (eV) = 2.17 / 2.14
- HOMO level (alpha / beta) (eV) = -2.13 / -3.80
- frontier orbital gap (alpha / beta) (eV) = 4.299 / 5.940

Each line ends with the Löwdin charge.
Geometry (Å):
Cr1 0.658 -0.084 0.277  0.6316
O1 -3.170 3.500 -1.092  0.0123
C1 -2.861 3.885 0.157  -0.2653
C2 -3.323 5.190 0.544  -0.0217
C3 -2.777 5.748 1.689  -0.1161
C4 -1.983 4.990 2.564  -0.1236
C5 -1.574 3.694 2.260  -0.0102
C6 -1.998 3.130 1.011  -0.0710
C7 -1.443 1.853 0.573  -0.4148
O2 -0.520 1.303 1.284  -0.1347
N1 -1.890 1.320 -0.586  0.0272
N2 -1.197 0.203 -0.776  -0.0667
C8 -1.732 -0.798 -1.487  -0.0624
C9 -1.502 -2.151 -1.182  -0.1525
C10 -1.929 -3.143 -2.123  -0.0532
C11 -1.638 -4.489 -1.907  -0.1356
C12 -0.934 -4.849 -0.739  -0.1206
C13 -0.597 -3.919 0.198  -0.0572
C14 -0.800 -2.551 0.026  -0.3669
O3 -0.324 -1.745 0.937  -0.1708
H1 -2.800 2.538 -1.146  0.0721
H2 -3.987 5.738 -0.126  0.1043
H3 -2.940 6.776 1.963  0.0852
H4 -1.691 5.374 3.517  0.0759
H5 -0.892 3.121 2.890  0.1110
H6 -2.489 -0.577 -2.185  0.0993
H7 -2.459 -2.895 -3.066  0.1088
H8 -1.896 -5.195 -2.674  0.0726
H9 -0.673 -5.917 -0.646  0.0948
H10 -0.096 -4.177 1.126  0.1075
C15 4.815 -2.929 -1.132  -0.0594
O4 3.401 -2.726 -1.263  0.0052
C16 2.745 -1.897 -0.462  -0.5444
O5 1.639 -1.471 -0.869  0.0059
N3 3.164 -1.655 0.757  0.0664
N4 2.378 -0.760 1.559  0.0297
H11 5.140 -3.289 -2.122  0.0953
H12 4.999 -3.711 -0.341  0.1012
H13 5.405 -2.013 -0.865  0.1056
H14 4.117 -1.884 1.085  0.1594
H15 3.002 -0.065 2.003  0.0996
H16 1.850 -1.248 2.277  0.1044
Cl1 3.620 1.904 -0.062  0.3335
C17 1.894 1.617 -0.416  -0.6928
H17 1.856 1.754 -1.486  -0.0398
H18 1.432 2.501 0.058  -0.0291

# 2
# C17H18F2N5O4SV

A structure of composition C17H18F2N5O4SV (ωB97M-V/def2-TZVPD, the Open Molecules 2025 dataset).

## Properties
- total energy (eV) = -75501.5875
- energy above the lowest of the compared OMol25 structures with the same formula, charge and spin (kcal/mol) = 0.0
- charge = +2
- maximum force (eV Å⁻¹) = 0.5
- E_LUMO (eV) = -9.87
- HOMO level (eV) = -15.74
- frontier orbital gap (eV) = 5.872

Each line ends with the Löwdin charge.
Geometry (Å):
V1 -0.986 -0.802 0.342  1.0967
O1 -3.235 -2.157 2.593  -0.1472
S1 -1.842 -2.151 2.411  0.5593
O2 -0.939 -3.040 3.024  -0.1622
O3 -1.266 -0.722 2.277  -0.3892
O4 -1.577 -2.346 0.699  -0.2814
F1 -0.922 -2.152 -4.537  0.1507
C1 -1.221 -1.200 -3.676  -0.2312
C2 -1.038 -1.438 -2.320  0.0292
C3 -1.361 -0.383 -1.464  -0.1650
C4 -1.924 0.821 -1.887  -0.0697
C5 -2.087 0.998 -3.247  -0.1761
F2 -2.601 2.122 -3.716  0.1480
C6 -1.733 0.000 -4.148  0.1656
C7 -2.325 1.657 -0.761  -0.1650
C8 -2.938 2.887 -0.816  0.0573
C9 -3.319 3.500 0.374  0.0319
C10 -3.078 2.858 1.575  0.0144
C11 -2.446 1.629 1.570  -0.0434
N1 -2.057 1.031 0.427  0.0355
H1 -0.691 -2.414 -1.992  0.1431
H2 -1.882 0.147 -5.211  0.1655
H3 -3.129 3.351 -1.771  0.1333
H4 -3.810 4.464 0.353  0.1402
H5 -3.376 3.293 2.518  0.1355
H6 -2.248 1.110 2.492  0.1211
C12 1.259 0.713 0.963  -0.1241
N2 2.659 0.869 1.169  -0.0625
C13 3.142 -0.105 2.160  -0.1029
N3 2.936 -1.469 1.670  -0.0630
C14 1.554 -1.728 1.496  -0.1090
N4 0.941 -0.728 0.444  -0.1432
C15 1.790 -0.912 -0.862  -0.1177
N5 3.161 -0.695 -0.586  -0.0625
C16 3.377 0.670 -0.095  -0.1096
C17 3.656 -1.656 0.408  -0.1051
H7 0.905 1.418 0.207  0.1407
H8 0.719 0.845 1.902  0.1350
H9 2.610 0.034 3.101  0.1479
H10 4.204 0.063 2.329  0.1481
H11 1.009 -1.585 2.425  0.1189
H12 1.382 -2.732 1.109  0.1499
H13 1.416 -0.192 -1.588  0.1343
H14 1.617 -1.932 -1.206  0.1413
H15 3.027 1.390 -0.836  0.1438
H16 4.441 0.827 0.071  0.1479
H17 4.719 -1.490 0.567  0.1480
H18 3.508 -2.673 0.044  0.1466

# 3
# C17H18F6IrN2O5S2Si

A structure of composition C17H18F6IrN2O5S2Si (ωB97M-V/def2-TZVPD, the Open Molecules 2025 dataset).

## Properties
- total energy (eV) = -79812.2209
- energy above the lowest of the compared OMol25 structures with the same formula, charge and spin (kcal/mol) = 0.0
- spin multiplicity = 2
- charge = +2
- maximum force (eV Å⁻¹) = 1.1
- E_LUMO (alpha / beta) (eV) = -8.83 / -9.36
- HOMO level (alpha / beta) (eV) = -15.23 / -15.24
- frontier orbital gap (alpha / beta) (eV) = 6.401 / 5.878

Each line ends with the Löwdin charge.
Geometry (Å):
Ir1 1.105 -0.379 -0.751  1.5355
F1 1.114 1.628 3.995  0.1946
C1 1.874 2.079 3.021  -0.6846
F2 2.990 1.359 2.946  0.1540
F3 2.164 3.345 3.193  0.2026
S1 0.906 1.896 1.439  0.6871
O1 1.081 0.398 1.170  -0.4403
O2 -0.445 2.258 1.671  -0.2059
N1 1.792 2.729 0.465  -0.4033
S2 1.511 2.714 -1.110  1.0749
O3 0.562 1.504 -1.397  -0.6392
O4 3.096 0.263 -0.954  -0.2623
C2 0.231 4.062 -1.357  -0.7624
F4 0.832 5.197 -1.051  0.1682
F5 -0.101 4.040 -2.638  0.1610
F6 -0.829 3.872 -0.604  0.1751
C3 4.487 -2.903 -1.541  -0.1354
Si1 3.611 -2.253 -0.048  0.5844
C4 3.911 -0.391 0.105  -0.1760
C5 3.900 -3.135 1.539  -0.1262
N2 1.803 -2.129 -0.493  -0.1276
C6 0.990 -3.188 -0.680  -0.2368
C7 1.376 -4.558 -0.655  0.0194
C8 0.428 -5.520 -0.838  -0.0084
C9 -0.920 -5.161 -1.071  0.0314
C10 -1.338 -3.842 -1.104  0.0445
C11 -0.378 -2.876 -0.904  -0.1682
O5 -0.611 -1.521 -0.954  -0.1399
C12 -1.918 -0.967 -0.618  -0.2287
C13 -2.376 0.023 -1.456  -0.0007
C14 -3.600 0.599 -1.142  -0.0256
C15 -4.303 0.173 -0.023  -0.0322
C16 -3.792 -0.822 0.800  -0.0279
C17 -2.568 -1.412 0.512  -0.0044
H1 5.561 -2.750 -1.400  0.0620
H2 4.194 -2.392 -2.462  0.0492
H3 4.337 -3.969 -1.710  0.0479
H4 4.952 -0.087 -0.013  0.1183
H5 3.544 0.036 1.032  0.0678
H6 3.494 0.102 -1.822  0.1285
H7 4.974 -3.111 1.740  0.0643
H8 3.596 -4.181 1.522  0.0466
H9 3.388 -2.646 2.370  0.0561
H10 2.412 -4.825 -0.495  0.1078
H11 0.701 -6.565 -0.817  0.1332
H12 -1.648 -5.943 -1.243  0.1377
H13 -2.368 -3.577 -1.300  0.1467
H14 -1.805 0.336 -2.320  0.1268
H15 -4.002 1.373 -1.780  0.1254
H16 -5.253 0.631 0.218  0.1240
H17 -4.337 -1.136 1.679  0.1249
H18 -2.138 -2.159 1.166  0.1363

# 4
# C17H18FN3O2S

A structure of composition C17H18FN3O2S (ωB97M-V/def2-TZVPD, the Open Molecules 2025 dataset).

## Properties
- total energy (eV) = -40021.7273
- energy above the lowest of the compared OMol25 structures with the same formula, charge and spin (kcal/mol) = 438.6
- charge = 0
- maximum force (eV Å⁻¹) = 18.9
- E_LUMO (eV) = 0.20
- HOMO level (eV) = -8.08
- frontier orbital gap (eV) = 8.286

Each line ends with the Löwdin charge.
Geometry (Å):
O1 0.180 2.220 1.997  0.0615
C1 0.674 2.891 1.087  -0.3212
N1 0.887 2.602 -0.269  0.0745
H1 1.166 3.433 -0.837  0.1545
C2 0.068 1.633 -0.986  -0.2133
C3 -1.359 1.659 -0.708  -0.1428
C4 -1.937 0.419 -1.269  -0.2346
N2 -1.287 -0.802 -0.949  -0.1043
C5 -2.011 -1.404 0.033  -0.6635
S1 -3.548 -0.933 0.653  0.6374
N3 -1.364 -2.624 0.686  0.0095
C6 -0.835 -3.609 -0.046  -0.2925
C7 -1.044 -3.791 -1.462  0.0792
C8 -0.158 -4.963 -1.904  -0.0637
C9 0.271 -5.862 -1.237  -0.3244
C10 0.173 -5.788 0.403  0.0614
C11 -0.593 -4.756 0.882  -0.0375
H2 -0.560 -4.640 1.996  0.1199
H3 0.686 -6.725 0.781  0.1197
F1 0.948 -6.977 -1.560  0.0441
H4 -0.168 -4.950 -3.080  0.1613
H5 -1.182 -3.007 -1.808  -0.0506
H6 -1.920 -2.898 1.584  0.1558
C12 0.197 -0.910 -0.707  -0.1745
H7 0.657 -1.799 -0.646  0.0941
C13 0.768 0.215 -0.231  -0.0740
H8 1.663 0.264 -0.277  0.0320
H9 0.641 0.246 0.808  0.1164
H10 0.414 -0.895 -1.813  0.1522
H11 -2.961 0.289 -1.333  0.0349
H12 -1.419 0.319 -2.567  0.2092
H13 -1.699 2.559 -1.377  0.1803
H14 -1.560 1.570 0.282  0.0846
H15 0.441 1.668 -1.901  0.0984
C14 1.246 4.373 1.533  -0.1083
C15 2.133 5.245 0.830  -0.0426
C16 2.282 6.335 1.579  0.0895
C17 1.852 5.795 3.214  0.0664
O2 1.295 4.678 2.839  0.0027
H16 2.018 6.349 4.054  0.0674
H17 2.698 7.143 1.702  -0.0206
H18 2.244 5.426 0.023  -0.0384

# 5
# C17H18FN3O3

The molecule C17H18FN3O3 (ωB97M-V/def2-TZVPD, the Open Molecules 2025 dataset).

## Properties
- total energy (eV) = -31250.5740
- energy above the lowest of the compared OMol25 structures with the same formula, charge and spin (kcal/mol) = 0.0
- charge = 0
- maximum force (eV Å⁻¹) = 1.3
- SMILES string = COCc1cc(CN(C)C(=O)c2oc3c(F)cccc3c2C)[nH]n1
- E_LUMO (eV) = 0.27
- HOMO level (eV) = -8.74
- frontier orbital gap (eV) = 9.007

Each line ends with the Löwdin charge.
Geometry (Å):
C1 -2.680 -2.880 -2.936  -0.1188
H1 -3.691 -2.526 -3.133  0.0883
O1 -2.131 -3.217 -4.183  -0.1774
C2 -0.852 -3.816 -4.113  -0.1729
C3 0.222 -2.889 -3.636  -0.2819
N1 0.991 -2.228 -4.485  0.0908
N2 1.801 -1.480 -3.742  0.0240
C4 1.592 -1.650 -2.415  -0.2379
C5 0.562 -2.560 -2.309  0.0255
H2 0.135 -2.941 -1.404  0.1157
C6 2.344 -0.906 -1.365  -0.0821
N3 1.460 -0.064 -0.575  -0.0776
C7 1.233 -0.416 0.713  -0.3748
O2 1.685 -1.449 1.186  0.0594
C8 0.432 0.492 1.559  -0.0909
C9 -0.239 0.182 2.713  -0.1258
C10 -0.785 1.417 3.191  -0.1032
C11 -1.560 1.780 4.293  -0.0163
C12 -1.898 3.105 4.445  -0.0797
C13 -1.486 4.074 3.528  -0.0060
C14 -0.720 3.724 2.437  -0.1891
C15 -0.366 2.392 2.265  -0.1278
O3 0.363 1.833 1.282  0.0946
F1 -0.327 4.663 1.552  0.0826
H3 -1.760 5.109 3.661  0.1187
H4 -2.496 3.414 5.288  0.1044
H5 -1.880 1.035 5.003  0.1130
C16 -0.406 -1.144 3.359  -0.0129
H6 -1.459 -1.424 3.374  0.0906
H7 0.166 -1.894 2.822  0.0696
H8 -0.054 -1.099 4.388  0.0921
C17 0.854 1.048 -1.269  -0.0237
H9 -0.162 1.220 -0.918  0.0987
H10 0.807 0.812 -2.332  0.0912
H11 1.432 1.965 -1.132  0.0989
H12 3.120 -0.282 -1.823  0.1335
H13 2.807 -1.610 -0.666  0.1287
H14 2.503 -0.909 -4.188  0.1598
H15 -0.626 -4.123 -5.136  0.1255
H16 -0.888 -4.700 -3.457  0.1259
H17 -2.111 -2.087 -2.438  0.0768
H18 -2.724 -3.754 -2.273  0.0905